No. 1
ORCA calculation (the ωB97M-V functional and the def2-TZVPD basis) on a cluster of 2 separate species, C3H4ClF in total.

Computed properties:
HOMO level   -9.594 eV
LUMO level   0.0259 Eh
Orbital gap   10.300 eV

The geometry in ORCA input format:
```
! wB97M-V def2-TZVPD RIJCOSX def2/J DEFGRID3
* xyz 0 1
C -1.2722 -0.9335 1.1072
C -0.8808 0.1398 0.5053
C 1.0874 0.9890 0.8722
F -1.6315 0.8775 -0.3247
Cl 2.2329 0.1893 -0.1013
H -2.2508 -1.1998 1.0115
H -0.5343 -1.3913 1.7096
H 0.9872 1.9222 0.4227
H 1.0307 0.8521 1.9045
*
```

Results of the natural (NBO) charge analysis, in e, for atoms 1 through 5:
1. C -0.58
2. C 0.44
3. C -0.39
4. F -0.34
5. Cl 0.01



No. 2
ORCA calculation (the ωB97M-V functional and the def2-TZVPD basis) on an isolated molecule of C10H12O.

Computed properties:
HOMO level   -8.655 eV
LUMO level   0.0100 Eh
Orbital gap   8.928 eV
SMILES   C=C/C=C\C=C/C(=O)/C=C\C

The geometry in ORCA input format:
```
! wB97M-V def2-TZVPD RIJCOSX def2/J DEFGRID3
* xyz 0 1
C -2.2331 1.0041 1.8979
C -1.0301 1.5747 1.8162
C 0.2827 0.9457 1.7764
C 0.7561 -0.2306 1.3705
C -0.0283 -1.3518 0.9732
C -0.7994 -1.5475 -0.0646
C -1.0812 -0.6222 -1.2446
O -2.2050 -0.6260 -1.6507
C -0.1739 0.4797 -1.8227
C 1.2120 0.4456 -1.8497
C 2.0919 -0.6907 -1.8914
H -3.0419 1.7105 1.8917
H -2.5622 -0.0406 1.9413
H -0.8409 2.6598 1.9513
H 1.0654 1.6435 2.0943
H 1.8337 -0.4520 1.4657
H 0.0777 -2.2283 1.6700
H -1.5031 -2.4005 -0.0802
H -0.6152 1.3832 -2.1452
H 1.7349 1.4341 -2.0969
H 1.7025 -1.6255 -1.3981
H 3.1774 -0.4342 -1.6565
H 2.1799 -1.0310 -2.9478
*
```

Results of the natural (NBO) charge analysis, in e, for atoms 1 through 5:
1. C -0.35
2. C -0.24
3. C -0.20
4. C -0.22
5. C -0.18



No. 3
ORCA calculation (the ωB97M-V functional and the def2-TZVPD basis) on a structure of composition C21H28N6ORuS.

Computed properties:
HOMO level (spin up / spin down)   -16.608 / -16.565 eV
LUMO level (spin up / spin down)   -0.4069 / -0.3952 Eh
Orbital gap (spin up / spin down)   5.535 / 5.812 eV

The geometry in ORCA input format:
```
! wB97M-V def2-TZVPD RIJCOSX def2/J DEFGRID3
* xyz 3 2
Ru 0.2529 0.2144 0.2181
C -1.5037 0.7526 -2.2849
N -1.4741 -0.3530 -1.2889
C -2.7536 -0.4525 -0.5629
C -2.8529 0.6152 0.4811
C -4.0562 0.9586 1.0770
C -4.0675 1.9748 2.0209
C -2.8822 2.6341 2.3265
C -1.7165 2.2121 1.7161
N -1.7131 1.2133 0.8249
C -1.1284 -1.6397 -1.9177
C 0.3292 -1.7031 -2.2460
C 0.8318 -2.5474 -3.2223
C 2.1951 -2.5431 -3.4742
C 3.0176 -1.6857 -2.7530
C 2.4464 -0.8949 -1.7771
N 1.1322 -0.9267 -1.5207
C -0.5107 1.8743 -2.1362
C -0.5522 2.9151 -3.0546
C 0.3490 3.9598 -2.9434
C 1.2680 3.9574 -1.8984
C 1.2544 2.8950 -1.0212
N 0.3848 1.8851 -1.1535
H -2.4912 1.2181 -2.2709
H -1.3661 0.3333 -3.2839
H -2.8255 -1.4285 -0.0791
H -3.5956 -0.3723 -1.2566
H -4.9617 0.4364 0.7973
H -4.9941 2.2530 2.5059
H -2.8618 3.4602 3.0232
H -0.7663 2.6851 1.9279
H -1.7250 -1.8013 -2.8199
H -1.3654 -2.4508 -1.2258
H 0.1650 -3.1935 -3.7777
H 2.6113 -3.1914 -4.2341
H 4.0793 -1.6282 -2.9450
H 3.0432 -0.2096 -1.1892
H -1.2834 2.8997 -3.8527
H 0.3413 4.7666 -3.6644
H 1.9803 4.7591 -1.7683
H 1.9445 2.8350 -0.1889
C 0.7715 -3.1817 2.1775
S 2.0124 -2.1388 1.3817
C 3.4730 -3.1955 1.3968
H 0.7132 -4.1446 1.6743
H -0.1838 -2.6639 2.1085
H 1.0270 -3.3393 3.2241
H 3.7948 -3.3483 2.4251
H 4.2594 -2.6867 0.8443
H 3.2553 -4.1562 0.9347
N 2.0013 0.1886 4.1383
C 0.7754 0.2578 3.6192
N -0.2745 0.3068 4.4443
O 0.6089 0.2247 2.3627
H 2.1748 0.2818 5.1267
H 2.7938 0.2393 3.5213
H -0.1762 0.3604 5.4454
H -1.2054 0.3090 4.0677
*
```

Results of the natural (NBO) charge analysis, in e, for atoms 1 through 5:
1. Ru 1.26
2. C -0.29
3. N -0.32
4. C -0.27
5. C 0.20



No. 4
ORCA calculation (the ωB97M-V functional and the def2-TZVPD basis) on a structure of composition C6H4N5O6.

Computed properties:
HOMO level   -4.243 eV
LUMO level   0.0674 Eh
Orbital gap   6.077 eV

The geometry in ORCA input format:
```
! wB97M-V def2-TZVPD RIJCOSX def2/J DEFGRID3
* xyz -1 1
C -1.0688 0.2351 1.9575
N 0.2052 -0.2313 1.3805
O 1.0287 0.6828 1.1049
O 0.3945 -1.4440 1.1346
H -1.7909 -0.6115 1.9733
H -1.3624 1.1440 1.4166
O -0.5084 -1.3823 4.6961
N -1.6915 -1.2260 5.0896
C -2.4004 -0.0576 4.6288
C -1.7829 0.8460 3.7583
C -2.4496 2.0560 3.6953
N -2.0130 3.2779 3.2074
O -1.0036 3.6135 2.6218
O -3.0321 4.2292 3.5225
N -4.0769 3.6038 4.1818
C -3.7078 2.2992 4.3318
N -4.3733 1.3451 5.0106
C -3.7117 0.1867 5.1476
O -2.2734 -2.0317 5.8526
H -0.7343 0.6963 3.3626
H -4.2224 -0.6107 5.7101
*
```

Results of the natural (NBO) charge analysis, in e, for atoms 1 through 5:
1. C -0.46
2. N 0.48
3. O -0.45
4. O -0.43
5. H 0.22



No. 5
ORCA calculation (the ωB97M-V functional and the def2-TZVPD basis) on a cluster of 2 separate species, C2H3BrClF in total.

Computed properties:
HOMO level   -9.893 eV
LUMO level   0.0272 Eh
Orbital gap   10.633 eV
SMILES   C=C(F)Br.Cl

The geometry in ORCA input format:
```
! wB97M-V def2-TZVPD RIJCOSX def2/J DEFGRID3
* xyz 0 1
C -1.6518 0.7285 -0.0908
C -0.3742 0.4990 -0.3097
F 0.0673 -0.5092 -1.0572
Br 1.0504 1.5179 0.4095
H -1.9638 1.5468 0.5287
H -2.4041 0.0975 -0.5320
Cl 3.2141 -1.7682 0.3103
H 2.0620 -2.1124 0.7412
*
```

Results of the natural (NBO) charge analysis, in e, for atoms 1 through 5:
1. C -0.51
2. C 0.31
3. F -0.32
4. Br 0.06
5. H 0.23



No. 6
ORCA calculation (the ωB97M-V functional and the def2-TZVPD basis) on a cluster of 2 separate species, CH4BrNO in total.

Computed properties:
HOMO level (spin up / spin down)   -9.390 / -9.458 eV
LUMO level (spin up / spin down)   -0.0263 / -0.0223 Eh
Orbital gap (spin up / spin down)   8.673 / 8.852 eV

The geometry in ORCA input format:
```
! wB97M-V def2-TZVPD RIJCOSX def2/J DEFGRID3
* xyz 0 1
C 0.9249 -0.4077 -0.0315
N -1.1795 0.3865 -0.4542
O -0.4387 -0.6937 -0.1126
Br -2.9575 0.1915 0.3997
H 1.4462 -0.2417 -1.0484
H 1.5410 -1.3801 0.1523
H 0.9784 0.5905 0.4276
H -0.3149 1.5545 0.6671
*
```

Results of the natural (NBO) charge analysis, in e, for atoms 1 through 5:
1. C -0.30
2. N -0.17
3. O -0.37
4. Br 0.11
5. H 0.18



No. 7
ORCA calculation (the ωB97M-V functional and the def2-TZVPD basis) on a structure of composition C9H34F6O8P.

Computed properties:
HOMO level   -6.104 eV
LUMO level   0.1040 Eh
Orbital gap   8.933 eV

The geometry in ORCA input format:
```
! wB97M-V def2-TZVPD RIJCOSX def2/J DEFGRID3
* xyz -1 1
P 0.7717 0.9032 -0.8582
F 1.9341 1.5346 -1.8404
F 1.1273 -0.5835 -1.4599
F 1.9105 0.7321 0.3634
F -0.3726 0.2356 0.0855
F 0.3737 2.4189 -0.2865
F -0.2751 1.2333 -2.0756
O 1.3774 3.3461 -2.7763
H 0.5361 3.5281 -3.1950
H 1.2294 2.5409 -2.2804
O 3.0237 -1.1462 -2.8898
H 2.1098 -1.4292 -2.8608
H 3.1985 -0.9940 -3.8185
O 3.9132 1.7094 -2.0501
H 4.3449 1.0599 -2.6051
H 3.1653 1.2450 -1.6743
O 1.9354 -1.7962 1.2690
H 1.4415 -0.9929 1.4334
H 2.6757 -1.5167 0.7304
O 2.8636 3.1895 -0.4676
H 2.6830 2.3618 -0.0221
H 2.0573 3.6958 -0.3694
C -1.2534 -2.2625 -3.3617
C -2.1074 -1.5801 -2.2371
C -1.4444 -1.5006 -0.8164
O -2.4316 -0.2226 -2.5681
H -0.2107 -1.9817 -3.5102
H -1.8400 -2.0467 -4.2547
H -1.1889 -3.3316 -3.1594
H -3.0098 -2.1746 -2.0947
H -1.6387 -2.4557 -0.3282
H -1.9589 -0.8298 -0.1284
H -0.3816 -1.2601 -0.7910
H -1.6062 0.2666 -2.6004
C 2.1481 0.6931 3.1954
C 0.6710 0.5802 2.7375
C 0.2014 1.9329 2.0247
O 0.5282 -0.4605 1.7461
H 2.3600 1.6491 3.6742
H 2.9374 0.6871 2.4437
H 2.4726 -0.0682 3.9049
H -0.1091 0.2713 3.4333
H -0.8047 2.1172 1.6481
H 0.9696 2.0612 1.2621
H 0.4434 2.6909 2.7697
H 0.3820 -0.0768 0.8783
C -2.1559 -0.0292 1.7386
C -2.8713 -1.1880 2.3832
C -4.0848 -1.7825 1.6191
O -1.8604 -2.2129 2.4724
H -1.7129 -0.3576 0.7983
H -1.3271 0.3142 2.3576
H -2.8123 0.8267 1.5813
H -3.2681 -0.8042 3.3231
H -4.1940 -2.7445 2.1198
H -3.8484 -2.0852 0.5990
H -4.9612 -1.1369 1.5614
H -2.0564 -2.7736 3.2266
*
```

Results of the natural (NBO) charge analysis, in e, for atoms 1 through 5:
1. P 2.60
2. F -0.50
3. F -0.57
4. F -0.57
5. F -0.50